A structure of composition C54H43BrN6O2P2S2Sn, computed with ωB97M-V/def2-TZVPD.

Geometry as XYZ:
```
111
C54H43BrN6O2P2S2Sn (ωB97M-V/def2-TZVPD)
Sn 1.380 -0.221 -0.023
O 0.129 0.814 1.482
P -0.914 1.932 1.440
C -2.147 1.528 0.167
P -1.426 1.468 -1.503
O 0.008 0.960 -1.418
C -2.457 0.383 -2.487
C -2.059 0.172 -3.812
C -2.845 -0.589 -4.658
C -4.031 -1.150 -4.194
C -4.434 -0.941 -2.885
C -3.651 -0.170 -2.034
C -1.518 3.095 -2.207
C -0.349 3.742 -2.599
C -0.424 5.009 -3.158
C -1.656 5.625 -3.317
C -2.826 4.978 -2.929
C -2.760 3.710 -2.380
C -0.188 3.507 1.045
C -0.999 4.642 0.999
C -0.446 5.871 0.687
C 0.917 5.974 0.438
C 1.731 4.851 0.500
C 1.179 3.615 0.800
C -1.777 2.082 2.988
C -3.151 1.889 3.122
C -3.758 2.065 4.358
C -2.997 2.433 5.457
C -1.625 2.622 5.330
C -1.014 2.448 4.102
H -2.959 2.259 0.182
H -2.552 0.546 0.427
H -1.159 0.647 -4.188
H -2.563 -0.710 -5.695
H -4.660 -1.720 -4.865
H -5.370 -1.352 -2.533
H -4.002 0.010 -1.026
H 0.608 3.257 -2.460
H 0.478 5.517 -3.469
H -1.712 6.612 -3.754
H -3.783 5.459 -3.067
H -3.679 3.204 -2.103
H -2.058 4.577 1.222
H -1.072 6.752 0.654
H 1.349 6.938 0.208
H 2.795 4.946 0.330
H 1.814 2.738 0.873
H -3.763 1.620 2.273
H -4.826 1.935 4.458
H -3.476 2.590 6.413
H -1.042 2.936 6.184
H 0.050 2.632 4.000
S 0.016 -1.165 5.654
C -0.339 -1.676 7.201
C -0.963 -2.932 7.260
C -1.143 -3.469 6.011
C -0.654 -2.629 4.963
C -0.662 -2.882 3.608
C -0.067 -1.926 2.669
N -0.008 -2.111 1.402
C -0.565 -3.264 0.858
C -1.179 -4.270 1.697
C -1.732 -5.469 1.096
C -1.666 -5.656 -0.229
C -1.052 -4.656 -1.083
C -0.938 -4.835 -2.427
C -0.296 -3.847 -3.232
C 0.166 -2.636 -2.543
N 0.060 -2.455 -1.281
C -0.520 -3.444 -0.499
C -0.088 -4.014 -4.588
C -0.493 -5.113 -5.405
C -0.101 -4.986 -6.713
C 0.615 -3.801 -6.929
S 0.799 -2.863 -5.561
C -1.219 -4.066 3.043
H -0.089 -1.052 8.046
H -1.251 -3.398 8.188
H -1.599 -4.430 5.839
H 0.358 -0.996 3.035
H -2.182 -6.210 1.742
H -2.056 -6.555 -0.686
H -1.306 -5.748 -2.871
H 0.633 -1.836 -3.109
H -1.051 -5.957 -5.032
H -0.303 -5.699 -7.497
H 1.041 -3.476 -7.867
H -1.678 -4.811 3.674
N 5.896 1.540 3.267
C 5.054 0.507 3.086
C 4.010 0.550 2.131
N 3.194 -0.471 1.966
C 3.391 -1.560 2.723
C 4.416 -1.593 3.649
N 5.241 -0.575 3.847
H 5.828 2.392 2.740
H 6.633 1.447 3.947
H 3.865 1.424 1.504
H 2.757 -2.418 2.549
H 4.589 -2.475 4.252
Br 3.763 -2.530 -1.302
C 4.275 -0.902 -2.165
C 5.344 -0.926 -3.045
C 5.677 0.273 -3.654
C 4.937 1.414 -3.367
C 3.894 1.312 -2.467
N 3.567 0.163 -1.862
H 5.892 -1.836 -3.236
H 6.509 0.315 -4.344
H 5.173 2.363 -3.824
H 3.295 2.177 -2.205
```

Results
ΔE to the lowest compared entry with this formula, charge and spin   75.10 kJ/mol
E_tot   -185821.658 eV
Multiplicity   1
Gap between HOMO and LUMO   3.10 eV
Charge   +4
HOMO energy   -16.38 eV
LUMO energy   -13.28 eV

Atom charges from the Löwdin analysis, given in e for atoms 1 to 99: number 1, Sn, carries 1.384; number 2, O, carries -0.533; number 3, P, carries 0.783; number 4, C, carries -0.287; number 5, P, carries 0.772; number 6, O, carries -0.533; number 7, C, carries -0.287; number 8, C, carries -0.079; number 9, C, carries -0.061; number 10, C, carries -0.046; number 11, C, carries -0.051; number 12, C, carries -0.072; number 13, C, carries -0.304; number 14, C, carries -0.072; number 15, C, carries -0.049; number 16, C, carries -0.034; number 17, C, carries -0.041; number 18, C, carries -0.068; number 19, C, carries -0.301; number 20, C, carries -0.058; number 21, C, carries -0.036; number 22, C, carries -0.034; number 23, C, carries -0.052; number 24, C, carries -0.080; number 25, C, carries -0.291; number 26, C, carries -0.068; number 27, C, carries -0.046; number 28, C, carries -0.038; number 29, C, carries -0.058; number 30, C, carries -0.077; number 31, H, carries 0.087; number 32, H, carries 0.075; number 33, H, carries 0.118; number 34, H, carries 0.115; number 35, H, carries 0.121; number 36, H, carries 0.119; number 37, H, carries 0.099; number 38, H, carries 0.097; number 39, H, carries 0.118; number 40, H, carries 0.124; number 41, H, carries 0.122; number 42, H, carries 0.116; number 43, H, carries 0.122; number 44, H, carries 0.125; number 45, H, carries 0.124; number 46, H, carries 0.115; number 47, H, carries 0.075; number 48, H, carries 0.100; number 49, H, carries 0.121; number 50, H, carries 0.124; number 51, H, carries 0.119; number 52, H, carries 0.119; number 53, S, carries 1.164; number 54, C, carries -0.280; number 55, C, carries -0.069; number 56, C, carries -0.011; number 57, C, carries -0.402; number 58, C, carries -0.119; number 59, C, carries -0.072; number 60, N, carries 0.092; number 61, C, carries -0.102; number 62, C, carries -0.089; number 63, C, carries 0.035; number 64, C, carries 0.035; number 65, C, carries -0.089; number 66, C, carries 0.092; number 67, C, carries -0.117; number 68, C, carries -0.070; number 69, N, carries 0.093; number 70, C, carries -0.107; number 71, C, carries -0.408; number 72, C, carries -0.011; number 73, C, carries -0.070; number 74, C, carries -0.278; number 75, S, carries 1.161; number 76, C, carries 0.089; number 77, H, carries 0.109; number 78, H, carries 0.141; number 79, H, carries 0.136; number 80, H, carries 0.085; number 81, H, carries 0.141; number 82, H, carries 0.141; number 83, H, carries 0.137; number 84, H, carries 0.107; number 85, H, carries 0.136; number 86, H, carries 0.141; number 87, H, carries 0.110; number 88, H, carries 0.137; number 89, N, carries 0.170; number 90, C, carries -0.351; number 91, C, carries -0.084; number 92, N, carries -0.053; number 93, C, carries -0.165; number 94, C, carries -0.098; number 95, N, carries 0.151; number 96, H, carries 0.113; number 97, H, carries 0.126; number 98, H, carries 0.103; number 99, H, carries 0.091

=====

A cluster of 2 separate species, C2H2O2S in total in a non-equilibrium geometry, computed with ωB97M-V/def2-TZVPD.

Geometry as XYZ:
```
7
C2H2O2S (ωB97M-V/def2-TZVPD)
C 2.879 0.263 0.026
C -0.031 -0.515 -0.464
O 0.352 -1.509 0.115
O 1.816 0.775 -0.049
S 4.387 -0.211 -0.029
H 0.216 -0.244 -1.428
H -0.971 0.081 -0.067
```

Results
ΔE to the lowest compared entry with this formula, charge and spin   54.32 kJ/mol
E_tot   -17035.462 eV
Multiplicity   1
Gap between HOMO and LUMO   10.24 eV
HOMO energy   -9.98 eV
LUMO energy   0.26 eV
SMILES string   O=C=S.C=O

List of Löwdin charges in e, atom by atom: number 1, C, carries -0.792; number 2, C, carries -0.186; number 3, O, carries -0.016; number 4, O, carries 0.040; number 5, S, carries 0.783; number 6, H, carries 0.050; number 7, H, carries 0.121

=====

The molecule C3H9NS2, computed with ωB97M-V/def2-TZVPD.

Geometry as XYZ:
```
15
C3H9NS2 (ωB97M-V/def2-TZVPD)
N 0.608 -2.571 -1.224
C 0.832 -1.665 -0.105
C 1.131 -0.265 -0.612
S 0.786 0.994 0.622
S -1.273 0.816 0.806
C -1.865 1.372 -0.815
H 0.187 -3.449 -0.953
H 1.504 -2.823 -1.630
H 1.675 -1.967 0.533
H -0.065 -1.604 0.506
H 0.753 -0.137 -1.633
H 2.200 -0.186 -0.767
H -2.400 0.585 -1.330
H -0.989 1.733 -1.361
H -2.478 2.268 -0.703
```

Results
ΔE to the lowest compared entry with this formula, charge and spin   26.37 kJ/mol
E_tot   -26417.403 eV
Multiplicity   1
Gap between HOMO and LUMO   9.32 eV
HOMO energy   -8.54 eV
LUMO energy   0.79 eV
SMILES string   CSSCCN

List of Löwdin charges in e, atom by atom: number 1, N, carries -0.014; number 2, C, carries -0.383; number 3, C, carries -0.599; number 4, S, carries 0.504; number 5, S, carries 0.441; number 6, C, carries -0.461; number 7, H, carries 0.062; number 8, H, carries 0.068; number 9, H, carries 0.108; number 10, H, carries 0.061; number 11, H, carries 0.079; number 12, H, carries 0.060; number 13, H, carries 0.030; number 14, H, carries 0.018; number 15, H, carries 0.024